[1]
Computed, not measured: a cluster of 16 separate species, C48H128O16 in total at a distorted geometry, with ωB97M-V with the def2-TZVPD basis set.

Structure (XYZ):
```
192
Properties=species:S:1:pos:R:3
C 18.309 20.042 14.547
C 18.371 20.343 16.023
C 18.759 21.792 16.236
O 17.081 19.976 16.652
H 17.587 20.699 14.113
H 18.120 19.006 14.279
H 19.325 20.260 14.168
H 19.098 19.678 16.547
H 18.657 22.058 17.321
H 18.116 22.447 15.648
H 19.819 21.994 15.933
H 16.354 20.349 16.115
C 17.887 16.825 21.954
C 18.432 16.802 20.530
C 18.107 18.190 19.879
O 19.845 16.533 20.478
H 17.835 15.797 22.423
H 16.875 17.176 21.954
H 18.502 17.488 22.587
H 17.902 15.977 20.014
H 18.305 18.158 18.822
H 18.700 18.987 20.338
H 17.058 18.528 19.981
H 20.121 16.475 21.399
C 17.701 16.510 10.775
C 16.791 16.329 12.026
C 15.586 17.283 12.037
O 16.308 14.931 12.081
H 17.249 16.094 9.919
H 18.573 15.910 11.032
H 17.907 17.568 10.619
H 17.349 16.414 12.970
H 14.844 16.919 12.750
H 15.151 17.294 11.000
H 15.888 18.249 12.415
H 15.388 14.902 11.857
C 15.912 7.577 16.779
C 15.068 8.593 16.090
C 13.615 8.519 16.539
O 15.570 9.924 16.278
H 15.648 7.436 17.801
H 16.971 7.844 16.786
H 15.822 6.619 16.215
H 15.131 8.445 14.995
H 12.978 9.181 15.891
H 13.431 8.810 17.587
H 13.192 7.484 16.493
H 15.467 10.236 17.203
C 13.070 11.966 14.888
C 13.561 12.125 13.426
C 13.745 10.800 12.746
O 12.566 12.882 12.752
H 12.733 12.949 15.289
H 13.888 11.532 15.448
H 12.191 11.345 14.983
H 14.533 12.670 13.489
H 14.479 10.229 13.315
H 14.118 10.900 11.683
H 12.864 10.172 12.823
H 11.966 12.156 12.617
C 15.965 12.729 20.554
C 16.502 12.190 19.214
C 17.340 10.946 19.454
O 15.464 11.996 18.285
H 16.820 12.953 21.208
H 15.337 11.912 20.938
H 15.299 13.567 20.409
H 17.139 12.949 18.718
H 17.971 10.741 18.574
H 16.571 10.156 19.559
H 17.938 11.058 20.375
H 15.187 12.758 17.784
C 13.639 19.699 14.187
C 13.748 20.899 15.068
C 13.430 20.657 16.567
O 15.133 21.405 14.996
H 13.799 20.004 13.186
H 12.608 19.327 14.238
H 14.344 18.901 14.402
H 13.076 21.664 14.643
H 12.406 20.402 16.814
H 13.639 21.568 17.135
H 14.054 19.844 16.974
H 15.196 22.208 15.523
C 13.758 18.099 21.184
C 14.209 19.517 21.163
C 13.978 20.103 19.825
O 13.594 20.258 22.161
H 12.757 17.875 20.805
H 13.834 17.543 22.185
H 14.395 17.511 20.486
H 15.265 19.461 21.345
H 14.443 21.078 19.783
H 12.960 20.217 19.524
H 14.432 19.562 19.034
H 13.468 19.740 22.980
C 17.319 11.772 13.135
C 17.215 12.325 14.519
C 18.228 11.672 15.447
O 17.558 13.739 14.504
H 16.576 12.107 12.462
H 17.250 10.681 13.231
H 18.285 11.906 12.603
H 16.168 12.110 14.838
H 18.177 12.254 16.395
H 19.223 11.761 14.995
H 17.913 10.651 15.621
H 17.166 14.151 13.706
C 9.043 14.437 13.695
C 10.263 15.362 13.446
C 10.241 16.094 12.108
O 10.379 16.338 14.525
H 8.083 14.978 13.607
H 9.140 14.079 14.696
H 9.097 13.586 13.032
H 11.216 14.862 13.489
H 10.184 15.369 11.258
H 11.125 16.740 12.101
H 9.342 16.725 12.024
H 9.683 17.003 14.407
C 14.018 15.110 8.442
C 12.981 14.661 9.485
C 12.437 13.309 9.239
O 13.642 14.826 10.788
H 13.578 15.155 7.429
H 14.837 14.424 8.462
H 14.379 16.121 8.644
H 12.162 15.389 9.428
H 11.763 12.973 10.069
H 13.300 12.661 9.324
H 11.959 13.220 8.217
H 13.216 14.260 11.466
C 11.249 17.332 17.537
C 11.602 15.909 17.857
C 10.357 15.179 18.432
O 12.030 15.237 16.676
H 12.065 17.847 16.983
H 11.073 17.981 18.402
H 10.293 17.382 16.933
H 12.486 15.786 18.543
H 9.949 15.624 19.346
H 10.673 14.139 18.511
H 9.601 15.157 17.635
H 11.519 15.607 15.934
C 19.288 16.542 16.251
C 20.171 16.038 15.033
C 21.642 16.367 15.297
O 20.223 14.615 14.921
H 18.196 16.360 16.007
H 19.380 17.612 16.372
H 19.533 15.966 17.154
H 19.821 16.422 14.076
H 22.311 16.024 14.495
H 21.976 15.774 16.140
H 21.845 17.404 15.520
H 19.309 14.291 14.783
C 12.353 12.356 20.630
C 12.176 10.970 19.911
C 11.361 11.194 18.647
O 13.508 10.414 19.696
H 12.668 12.098 21.631
H 11.413 12.924 20.635
H 13.035 13.004 20.073
H 11.741 10.222 20.610
H 11.470 10.302 18.050
H 11.716 12.063 18.056
H 10.252 11.367 18.819
H 14.022 11.081 19.128
C 20.568 12.584 18.426
C 22.042 13.042 18.228
C 22.370 14.380 18.673
O 22.952 12.132 18.927
H 20.547 11.518 18.134
H 19.910 13.270 17.949
H 20.367 12.674 19.536
H 22.251 12.919 17.150
H 21.670 15.087 18.252
H 23.352 14.680 18.325
H 22.264 14.534 19.745
H 22.449 11.350 19.138
C 15.478 16.140 15.836
C 15.586 15.316 17.069
C 15.285 16.182 18.312
O 14.645 14.181 16.945
H 16.120 17.046 15.792
H 14.429 16.535 15.658
H 15.743 15.576 14.965
H 16.599 14.833 17.070
H 16.070 16.929 18.478
H 15.208 15.552 19.214
H 14.274 16.661 18.169
H 13.827 14.522 16.619
```

Values from the calculation:
Energy relative to the best compared isomer or geometry (same formula, charge and spin), kJ/mol: 279.6
HOMO, eV: -9.37
2S+1: 1
LUMO, eV: 0.2481
Net charge: 0



[2]
Computed, not measured: a structure of composition C6H7NO at a distorted geometry, with ωB97M-V with the def2-TZVPD basis set.

Structure (XYZ):
```
15
Properties=species:S:1:pos:R:3
C 0.226 1.005 1.402
C 1.351 0.471 0.574
C 0.662 -0.099 -0.420
C 0.524 -1.182 -1.500
C -0.963 -0.801 -1.450
C -0.989 0.727 0.778
H 0.164 1.205 3.388
H 2.430 0.645 0.958
H 0.844 -2.122 -1.061
H 1.172 -0.929 -2.447
H -1.735 -1.450 -1.200
H -1.313 -0.164 -2.351
H -2.015 0.901 1.120
N -0.663 0.084 -0.373
O 0.306 1.711 2.582
```

Values from the calculation:
Energy relative to the best compared isomer or geometry (same formula, charge and spin), kJ/mol: 236.4
HOMO, eV: -7.90
2S+1: 1
LUMO, eV: 0.8868
Net charge: 0



[3]
Computed, not measured: a structure of composition C6H11BrClF6FeN2O5S2 at a distorted geometry, with ωB97M-V with the def2-TZVPD basis set.

Structure (XYZ):
```
35
Properties=species:S:1:pos:R:3
Fe 0.217 -14.100 -18.923
Br -0.713 -14.544 -14.419
Cl 0.254 -9.875 -18.780
C 3.067 -12.972 -24.000
F 3.772 -12.869 -25.175
F 3.524 -12.057 -23.126
F 1.832 -12.578 -24.245
S 3.384 -14.723 -23.269
O 2.022 -15.330 -23.421
O 4.474 -15.276 -24.100
N 3.585 -14.464 -21.532
S 5.080 -14.052 -21.492
O 5.728 -13.403 -22.651
O 5.226 -13.397 -20.204
C 6.059 -15.771 -21.299
F 5.939 -16.145 -20.014
F 5.485 -16.618 -22.225
F 7.302 -15.506 -21.633
C -5.041 -16.570 -21.126
C -3.872 -16.592 -20.110
C -3.037 -17.969 -19.942
O -1.733 -17.496 -19.496
C -0.683 -18.522 -19.147
N -2.985 -15.382 -20.460
H -4.793 -16.850 -22.150
H -5.670 -15.692 -20.979
H -5.676 -17.394 -20.803
H -4.270 -16.243 -19.157
H -3.003 -18.493 -20.897
H -3.472 -18.638 -19.199
H 0.227 -17.984 -18.881
H -0.476 -19.167 -20.001
H -1.093 -19.131 -18.342
H -3.489 -14.523 -20.296
H -3.017 -15.320 -21.468
```

Values from the calculation:
HOMO (alpha / beta), eV: -2.00 / -6.91
2S+1: 9
LUMO (alpha / beta), eV: 2.4164 / -1.9263
Net charge: -1



[4]
Computed, not measured: a structure of composition C21H47N3NbO3 at a distorted geometry, with ωB97M-V with the def2-TZVPD basis set.

Structure (XYZ):
```
75
Properties=species:S:1:pos:R:3
C -3.320 2.289 1.262
C -2.490 2.158 2.507
O -2.795 2.798 3.508
N -1.378 1.327 2.459
C -0.283 1.858 3.287
Nb -1.932 -0.672 2.997
H -3.005 1.614 0.482
H -4.339 2.050 1.524
H -3.257 3.311 0.916
H -0.454 1.769 4.349
H -0.151 2.915 3.071
H 0.631 1.347 3.020
H -2.940 -0.728 1.440
H -3.443 -0.159 3.921
H -1.051 -0.655 4.634
H -0.464 -1.519 2.235
H -2.575 -2.342 3.294
C 0.908 4.975 -0.164
C 1.986 3.870 -0.253
C 2.572 3.578 1.128
C 3.537 4.649 1.635
C 4.615 4.952 0.596
C 4.034 5.327 -0.765
N 3.080 4.263 -1.196
O 3.683 3.257 -1.708
C 3.358 6.704 -0.699
C 5.142 5.429 -1.801
C 1.311 2.617 -0.781
H 0.876 5.569 -1.077
H -0.075 4.525 -0.035
H 1.057 5.648 0.680
H 3.099 2.620 1.091
H 1.747 3.451 1.829
H 2.996 5.562 1.902
H 4.008 4.300 2.555
H 5.262 5.764 0.937
H 5.252 4.070 0.477
H 2.860 6.933 -1.642
H 4.119 7.466 -0.529
H 2.632 6.800 0.101
H 5.732 4.517 -1.856
H 5.806 6.249 -1.528
H 4.732 5.632 -2.790
H 0.936 2.761 -1.796
H 0.468 2.370 -0.138
H 1.978 1.759 -0.789
C -2.925 -7.055 -0.732
C -3.116 -5.539 -0.971
C -3.273 -5.245 -2.464
C -1.967 -5.323 -3.256
C -0.883 -4.467 -2.599
C -0.665 -4.814 -1.129
N -1.973 -4.758 -0.416
O -2.303 -3.554 -0.133
C -0.001 -6.192 -0.994
C 0.267 -3.802 -0.481
C -4.377 -5.107 -0.239
H -2.296 -7.236 0.138
H -3.887 -7.529 -0.540
H -2.485 -7.568 -1.587
H -3.691 -4.241 -2.581
H -4.007 -5.941 -2.878
H -1.633 -6.360 -3.350
H -2.143 -4.968 -4.273
H 0.065 -4.574 -3.131
H -1.170 -3.414 -2.673
H 0.068 -6.481 0.055
H 1.011 -6.139 -1.395
H -0.512 -6.986 -1.534
H -0.092 -2.783 -0.595
H 1.250 -3.877 -0.949
H 0.373 -3.997 0.585
H -4.270 -5.244 0.837
H -5.211 -5.718 -0.587
H -4.617 -4.064 -0.421
```

Values from the calculation:
HOMO (alpha / beta), eV: -4.90 / -4.90
2S+1: 3
LUMO (alpha / beta), eV: 2.3722 / 2.2984
Net charge: -1



[5]
Computed, not measured: a structure of composition C32H46N4ORh at a distorted geometry, with ωB97M-V with the def2-TZVPD basis set.

Structure (XYZ):
```
84
Properties=species:S:1:pos:R:3
Rh -1.147 0.725 -0.032
C -3.787 -0.849 -0.152
C -3.346 0.428 0.427
C -2.742 0.141 1.630
C -2.819 -1.311 1.815
C -3.469 -1.874 0.727
H -4.294 -0.951 -1.102
H -3.774 1.378 0.168
H -2.543 0.847 2.421
H -2.443 -1.850 2.677
H -3.683 -2.923 0.584
C -1.406 -1.449 -2.374
C -0.062 -1.522 -3.073
C 0.120 -0.296 -3.982
C 1.092 -1.732 -2.101
C 1.812 -2.916 -2.191
C 2.949 -3.128 -1.425
C 3.418 -2.111 -0.616
C 2.748 -0.890 -0.516
C 3.399 0.232 0.282
C 4.572 0.815 -0.519
C 3.906 -0.202 1.659
C 1.539 -0.738 -1.214
N 0.758 0.462 -1.054
C 1.269 1.613 -1.377
C 0.526 2.764 -1.193
C 0.773 4.090 -1.520
C -0.381 4.795 -1.180
C -1.300 3.878 -0.664
N -0.739 2.639 -0.655
C -2.723 4.184 -0.240
C -3.004 5.683 -0.327
C -3.676 3.448 -1.198
C -2.930 3.730 1.214
H -2.217 -1.292 -3.091
H -1.360 -0.591 -1.703
H -1.620 -2.337 -1.781
H -0.074 -2.402 -3.720
H -0.214 0.619 -3.490
H -0.476 -0.418 -4.889
H 1.163 -0.167 -4.279
H 1.498 -3.673 -2.903
H 3.490 -4.064 -1.493
H 4.348 -2.252 -0.074
H 2.667 1.023 0.444
H 5.371 0.075 -0.607
H 4.979 1.694 -0.014
H 4.280 1.106 -1.530
H 4.764 -0.873 1.581
H 3.124 -0.703 2.226
H 4.230 0.675 2.225
H 2.235 1.673 -1.871
H 1.687 4.469 -1.956
H -0.551 5.854 -1.296
H -2.904 6.045 -1.353
H -2.329 6.254 0.314
H -4.028 5.879 0.000
H -3.659 3.924 -2.181
H -4.704 3.482 -0.823
H -3.376 2.413 -1.342
H -2.334 4.348 1.889
H -2.620 2.700 1.355
H -3.981 3.823 1.501
C 0.474 -0.029 2.855
N 0.718 -1.414 2.490
C 1.292 -2.277 3.520
C 2.085 -3.377 2.851
C 1.150 -4.186 1.984
N 0.215 -3.321 1.261
C -0.578 -3.997 0.242
C 0.121 -1.978 1.409
O -0.546 -1.323 0.566
H 1.380 0.398 3.282
H -0.335 0.061 3.585
H 0.217 0.548 1.977
H 0.501 -2.700 4.149
H 1.933 -1.666 4.154
H 2.559 -4.016 3.595
H 2.863 -2.930 2.232
H 0.576 -4.895 2.587
H 1.714 -4.760 1.246
H -0.874 -4.972 0.633
H -0.009 -4.142 -0.676
H -1.465 -3.418 0.022
```

Values from the calculation:
Energy relative to the best compared isomer or geometry (same formula, charge and spin), kJ/mol: 298.4
HOMO (alpha / beta), eV: -10.39 / -10.31
2S+1: 1
LUMO (alpha / beta), eV: -5.6056 / -5.5614
Net charge: +1



[6]
Computed, not measured: a structure of composition C5H10O2 at a distorted geometry, with ωB97M-V with the def2-TZVPD basis set.

Structure (XYZ):
```
17
Properties=species:S:1:pos:R:3
O 2.783 -0.077 -0.969
C 1.990 -0.218 0.197
C 0.492 -0.552 -0.280
C -1.375 -1.036 0.125
C -1.898 0.358 0.396
C -0.593 1.135 0.287
O 0.090 0.674 -0.869
H 2.412 0.654 -1.486
H 2.059 0.707 0.795
H 2.451 -1.029 0.761
H 0.614 -1.368 -0.957
H -1.702 -1.804 0.846
H -1.591 -1.372 -0.893
H -2.326 0.510 1.397
H -2.620 0.701 -0.350
H 0.002 0.420 1.015
H -0.699 2.237 0.240
```

Values from the calculation:
Energy relative to the best compared isomer or geometry (same formula, charge and spin), kJ/mol: 485.3
HOMO, eV: -9.53
2S+1: 1
LUMO, eV: 1.0342
Net charge: 0